[1]
{"formula": "C9H13Cl19", "method": "ωB97M-V/def2-TZVPD", "species": ["Cl", "C", "Cl", "Cl", "H", "Cl", "C", "Cl", "Cl", "H", "Cl", "C", "Cl", "Cl", "H", "Cl", "C", "Cl", "Cl", "H", "Cl", "C", "Cl", "Cl", "H", "Cl", "C", "C", "Cl", "H", "H", "H", "H", "Cl", "C", "C", "Cl", "H", "H", "H", "H"], "positions_angstrom": [[5.409, -5.188, 0.683], [4.313, -4.285, 1.750], [5.145, -3.046, 2.638], [3.498, -5.407, 2.911], [3.534, -3.806, 1.174], [0.316, 2.791, -0.899], [-0.445, 3.635, 0.480], [0.524, 3.278, 1.922], [-2.117, 3.080, 0.692], [-0.466, 4.707, 0.343], [3.799, 1.129, 1.440], [4.847, 2.552, 1.588], [4.015, 3.943, 2.284], [5.596, 2.912, 0.034], [5.649, 2.313, 2.274], [-0.885, -0.167, 1.314], [0.545, -0.510, 0.345], [0.105, -1.248, -1.183], [1.642, -1.566, 1.287], [1.080, 0.416, 0.180], [3.535, -1.693, -3.540], [3.712, -0.469, -2.224], [3.939, 1.140, -2.851], [4.935, -0.949, -1.063], [2.783, -0.538, -1.682], [-4.332, 0.736, 2.903], [-4.454, -0.150, 1.332], [-5.676, -1.054, 1.382], [-5.728, -1.883, -0.236], [-3.585, -0.780, 1.177], [-4.539, 0.651, 0.606], [-6.623, -0.542, 1.480], [-5.485, -1.860, 2.079], [-2.702, 0.367, -4.641], [-3.187, -0.364, -3.058], [-2.884, 0.620, -1.957], [-4.206, 1.824, -1.753], [-2.540, -1.231, -2.966], [-4.246, -0.572, -3.143], [-1.953, 1.159, -2.078], [-2.866, 0.053, -1.022]], "forces_ev_per_a": [[-0.3329, 0.2794, 0.2032], [-0.3098, -0.8251, 0.3389], [0.3282, 0.4033, 0.1577], [0.2636, 0.3676, -0.5469], [0.0284, -0.1688, -0.2221], [-0.2299, 0.4694, 0.0028], [-0.0549, -0.8266, 0.4020], [-0.1957, 0.1779, -0.0624], [0.3202, 0.2757, -0.0600], [0.1531, -0.0278, -0.2930], [-0.0109, 0.2871, 0.2352], [0.1895, -0.1136, 0.0315], [-0.0518, -0.0688, -0.1936], [-0.1007, 0.1472, 0.0251], [-0.0378, -0.1832, 0.0077], [0.0537, 0.0701, -0.0456], [0.1204, -0.2972, 0.7072], [0.1113, 0.0103, -0.1710], [-0.0982, 0.1321, -0.2810], [-0.0750, 0.0506, -0.1269], [0.2319, 0.5068, 0.3811], [-0.4512, -0.9337, -0.1521], [0.0573, 0.0745, -0.0519], [0.4022, -0.0735, -0.1461], [-0.2311, 0.2958, -0.0736], [0.2008, -0.3092, -0.0966], [-0.7542, 0.2803, 0.5775], [0.8390, -0.2190, -1.0203], [-0.0738, 0.0891, 0.1013], [0.2195, 0.2473, 0.0818], [0.0160, -0.2820, -0.3041], [-0.0046, 0.0285, 0.3402], [-0.4455, 0.1380, 0.3263], [-0.1478, -0.0718, -0.0335], [0.6740, 0.9476, -0.7477], [-0.6958, -0.4207, 0.7085], [0.1656, -0.0606, -0.2611], [-0.3104, -0.2362, 0.1661], [0.0420, -0.3408, 0.2094], [0.0682, -0.0069, -0.1221], [0.1273, 0.1868, 0.0080]], "total_charge": 0, "homo_lumo_gap_ev": 11.1, "lumo_ev": 0.27, "relative_energy_kcal_mol": 3.2}



[2]
{"formula": "C4H7N2P", "method": "ωB97M-V/def2-TZVPD", "species": ["C", "C", "C", "C", "N", "N", "P", "H", "H", "H", "H", "H", "H", "H"], "positions_angstrom": [[-0.948, 1.584, 0.183], [0.716, -0.013, 0.418], [1.656, -1.102, 0.313], [-1.336, -0.543, -0.838], [1.367, 1.591, 1.216], [-0.538, 0.288, 0.010], [0.187, 2.553, 0.992], [-2.009, 1.909, -0.065], [1.582, -1.665, -0.588], [1.543, -1.624, 1.198], [2.637, -0.708, 0.252], [-1.792, -1.341, -0.207], [-2.128, 0.133, -1.124], [-0.937, -1.064, -1.759]], "forces_ev_per_a": [[-2.0790, 1.2523, 0.0981], [-0.7865, 6.6628, 1.6301], [-0.3462, 0.7425, -1.2228], [-1.7135, -1.9902, -0.2125], [0.7833, -6.9154, -1.8736], [4.1534, -0.5050, -0.0640], [-2.3514, 2.6207, -0.1173], [1.6281, -0.8318, 0.2179], [-0.6073, -0.9470, -0.5900], [0.1418, -1.8422, 1.6076], [0.9429, 0.6612, 0.3420], [0.2406, 0.4266, -0.4988], [-0.3733, -0.3833, -0.5154], [0.3671, 1.0486, 1.1988]], "total_charge": 0, "homo_lumo_gap_ev": 8.5, "lumo_ev": 0.67, "relative_energy_kcal_mol": 76.9}



[3]
{"formula": "C23H20N4O7OsP2S", "method": "ωB97M-V/def2-TZVPD", "species": ["Os", "C", "C", "C", "C", "C", "C", "N", "C", "C", "C", "C", "C", "C", "N", "N", "C", "C", "C", "C", "C", "N", "H", "H", "H", "H", "H", "H", "H", "H", "H", "H", "H", "H", "H", "O", "P", "O", "O", "O", "P", "O", "O", "O", "H", "H", "S", "C", "C", "C", "C", "C", "C", "H", "H", "H", "H", "H"], "positions_angstrom": [[-0.201, 0.030, -0.805], [4.168, 2.978, -2.520], [4.155, 2.596, -1.182], [2.966, 2.200, -0.594], [1.787, 2.186, -1.338], [1.795, 2.579, -2.663], [2.991, 2.971, -3.248], [0.574, 1.815, -0.643], [0.163, 2.642, 0.383], [0.448, 4.011, 0.487], [-0.096, 4.729, 1.525], [-0.893, 4.109, 2.502], [-1.131, 2.760, 2.438], [-0.601, 2.034, 1.368], [-0.699, 0.640, 1.203], [-1.222, 0.025, 2.146], [-1.292, -1.369, 2.012], [-1.869, -2.099, 3.036], [-1.923, -3.475, 2.904], [-1.412, -4.060, 1.759], [-0.852, -3.242, 0.784], [-0.803, -1.919, 0.913], [5.093, 3.296, -2.984], [5.063, 2.614, -0.592], [2.934, 1.894, 0.446], [0.879, 2.584, -3.233], [2.997, 3.267, -4.289], [1.062, 4.484, -0.268], [0.084, 5.794, 1.583], [-1.316, 4.697, 3.305], [-1.723, 2.242, 3.179], [-2.263, -1.578, 3.898], [-2.367, -4.083, 3.681], [-1.436, -5.131, 1.614], [-0.438, -3.650, -0.127], [1.927, -1.471, -0.258], [1.454, -2.223, -1.616], [2.000, -3.574, -1.713], [-0.075, -2.007, -1.630], [2.031, -1.190, -2.708], [1.008, -0.437, -3.749], [0.220, -1.622, -4.458], [1.741, 0.386, -4.703], [-0.018, 0.289, -2.822], [2.722, -1.893, 0.099], [-0.259, -2.162, -3.809], [-2.628, -0.058, -0.704], [-3.411, 0.412, -2.197], [-4.743, 0.022, -2.370], [-5.427, 0.380, -3.519], [-4.794, 1.130, -4.501], [-3.476, 1.529, -4.328], [-2.779, 1.177, -3.183], [-5.225, -0.564, -1.595], [-6.458, 0.074, -3.645], [-5.327, 1.400, -5.405], [-2.983, 2.120, -5.090], [-1.751, 1.468, -3.050]], "forces_ev_per_a": [[-0.6639, 0.5634, 0.8926], [-0.0434, 0.0566, 0.1086], [-0.0423, 0.0155, 0.0356], [0.0132, -0.1420, 0.0006], [0.1726, -0.1419, 0.4218], [-0.2155, 0.1552, -0.0293], [0.0442, 0.0470, -0.0613], [-0.8791, -0.6746, -0.1384], [-0.2449, 0.3907, -0.2463], [0.0225, -0.0868, -0.1568], [-0.0296, 0.0137, 0.1183], [0.0788, 0.1807, -0.0560], [-0.0704, -0.3763, -0.0380], [0.1085, 0.1987, 0.1114], [0.4695, -0.3010, -0.3946], [-0.3180, -0.1261, 0.2448], [0.0306, -0.0235, -0.0666], [-0.0795, 0.1511, 0.2172], [-0.0937, -0.0640, 0.0110], [0.1085, 0.1106, 0.0211], [0.1358, 0.0876, -0.0926], [0.2775, 0.3153, -0.3248], [-0.0092, -0.0467, -0.0076], [-0.0102, -0.0290, -0.0547], [0.0379, 0.0138, -0.0143], [0.0176, -0.0490, -0.0242], [-0.0318, -0.0576, 0.0217], [-0.0215, 0.0216, 0.0070], [0.0139, -0.0190, 0.0167], [0.0109, -0.0161, -0.0129], [0.0067, 0.0535, 0.0037], [0.0536, -0.0354, -0.0049], [-0.0024, 0.0276, -0.0002], [-0.0012, 0.0343, -0.0352], [-0.0556, 0.0170, -0.0215], [0.0604, -0.0281, 0.0200], [0.0576, -0.4015, -0.3175], [-0.0327, 0.0168, 0.0725], [-0.1382, -0.1964, 0.0427], [-0.3965, -0.0038, -0.2565], [0.1716, 0.0086, -0.2294], [0.0640, 0.0058, 0.1467], [-0.0625, -0.0217, 0.0343], [0.4647, -0.3036, 0.5863], [-0.0497, 0.2039, 0.0272], [-0.1061, 0.1037, -0.0451], [1.2836, 0.0200, -0.1030], [0.0932, 0.3370, -0.6102], [0.2633, -0.0414, 0.1578], [0.0559, 0.0827, 0.0079], [-0.0618, 0.0242, -0.1002], [-0.0630, -0.0507, 0.0214], [-0.3171, -0.0555, 0.1919], [-0.0227, -0.0092, -0.0742], [0.0124, -0.0083, -0.0067], [0.0053, 0.0026, 0.0313], [0.0043, -0.0299, 0.0009], [-0.0763, 0.0793, -0.0501]], "total_charge": 0, "homo_lumo_gap_ev": [5.4, 5.4], "lumo_ev": [-2.27, -2.27], "relative_energy_kcal_mol": 59.7}



[4]
{"formula": "C57H65F7O5", "method": "ωB97M-V/def2-TZVPD", "species": ["F", "C", "C", "C", "C", "C", "C", "H", "H", "H", "H", "H", "F", "C", "C", "C", "C", "C", "C", "H", "H", "H", "H", "H", "F", "C", "C", "C", "C", "C", "C", "H", "H", "H", "H", "H", "F", "C", "C", "C", "C", "C", "C", "H", "H", "H", "H", "H", "F", "C", "C", "C", "C", "C", "C", "H", "H", "H", "H", "H", "F", "C", "C", "C", "C", "C", "C", "H", "H", "H", "H", "H", "F", "C", "C", "C", "C", "C", "C", "H", "H", "H", "H", "H", "C", "C", "C", "O", "H", "H", "H", "H", "H", "H", "C", "C", "C", "O", "H", "H", "H", "H", "H", "H", "C", "C", "C", "O", "H", "H", "H", "H", "H", "H", "C", "C", "C", "O", "H", "H", "H", "H", "H", "H", "C", "C", "C", "O", "H", "H", "H", "H", "H", "H"], "positions_angstrom": [[-49.205, 10.104, 7.910], [-49.093, 9.445, 6.694], [-50.232, 8.864, 6.137], [-50.207, 8.182, 4.952], [-49.031, 8.246, 4.201], [-47.924, 8.882, 4.691], [-47.922, 9.419, 5.978], [-51.138, 8.953, 6.719], [-51.070, 7.816, 4.417], [-48.893, 7.740, 3.257], [-47.009, 8.786, 4.125], [-47.027, 9.709, 6.508], [-47.551, 5.381, 10.183], [-47.222, 5.349, 8.825], [-48.103, 5.983, 7.966], [-48.048, 5.692, 6.609], [-47.081, 4.838, 6.146], [-46.229, 4.094, 7.029], [-46.317, 4.378, 8.400], [-48.909, 6.615, 8.308], [-48.634, 6.274, 5.914], [-46.994, 4.735, 5.075], [-45.517, 3.413, 6.587], [-45.609, 3.923, 9.076], [-50.656, 0.484, -2.370], [-50.068, 0.734, -1.217], [-50.067, 2.095, -0.724], [-49.324, 2.389, 0.516], [-48.634, 1.339, 1.140], [-48.704, 0.030, 0.676], [-49.441, -0.266, -0.447], [-50.712, 2.785, -1.248], [-49.338, 3.321, 1.063], [-47.937, 1.467, 1.954], [-48.334, -0.851, 1.180], [-49.531, -1.251, -0.880], [-52.498, 10.123, 2.149], [-52.029, 9.653, 1.001], [-50.639, 9.451, 0.947], [-50.052, 8.972, -0.235], [-50.818, 8.724, -1.385], [-52.203, 8.835, -1.295], [-52.835, 9.258, -0.080], [-50.053, 9.490, 1.854], [-48.999, 8.738, -0.275], [-50.338, 8.381, -2.290], [-52.747, 8.605, -2.200], [-53.896, 9.440, 0.013], [-46.484, 12.344, -2.067], [-46.010, 11.080, -2.136], [-44.703, 10.836, -2.465], [-44.244, 9.527, -2.361], [-45.089, 8.502, -1.987], [-46.442, 8.748, -1.729], [-46.918, 10.091, -1.734], [-44.066, 11.670, -2.718], [-43.238, 9.374, -2.722], [-44.736, 7.482, -1.951], [-47.138, 7.932, -1.597], [-47.913, 10.420, -1.471], [-48.702, -0.214, 4.594], [-47.421, 0.067, 4.216], [-46.976, 1.388, 4.348], [-45.670, 1.716, 4.244], [-44.729, 0.642, 3.937], [-45.152, -0.658, 3.885], [-46.464, -0.978, 4.037], [-47.727, 2.163, 4.380], [-45.373, 2.729, 4.473], [-43.690, 0.933, 3.908], [-44.390, -1.396, 3.682], [-46.900, -1.961, 3.935], [-45.083, 2.969, -0.708], [-45.119, 1.593, -0.824], [-44.047, 0.852, -0.323], [-44.062, -0.503, -0.527], [-45.201, -1.066, -1.175], [-46.256, -0.329, -1.639], [-46.204, 0.993, -1.469], [-43.209, 1.409, 0.069], [-43.192, -1.102, -0.304], [-45.121, -2.125, -1.371], [-47.139, -0.846, -1.984], [-47.116, 1.561, -1.583], [-48.948, 6.109, -3.446], [-47.742, 5.140, -3.398], [-48.048, 3.690, -3.765], [-46.625, 5.458, -2.973], [-48.949, 6.655, -2.502], [-49.952, 5.685, -3.426], [-48.762, 6.776, -4.287], [-48.819, 3.339, -3.080], [-47.026, 3.336, -3.633], [-48.301, 3.717, -4.825], [-42.159, 4.737, 6.422], [-42.399, 4.819, 4.944], [-41.268, 5.215, 3.948], [-43.505, 4.656, 4.467], [-41.679, 5.639, 6.801], [-41.400, 3.985, 6.638], [-43.063, 4.489, 6.977], [-41.480, 6.234, 3.625], [-41.399, 4.607, 3.053], [-40.302, 5.109, 4.442], [-47.144, 5.942, 0.287], [-47.131, 5.319, 1.652], [-45.868, 4.779, 2.256], [-48.145, 5.316, 2.322], [-46.508, 5.341, -0.362], [-46.792, 6.972, 0.222], [-48.141, 5.936, -0.152], [-45.460, 3.901, 1.755], [-46.081, 4.450, 3.272], [-45.118, 5.563, 2.145], [-42.724, 7.104, 1.404], [-41.834, 6.905, 0.253], [-40.508, 6.344, 0.481], [-42.205, 7.234, -0.882], [-43.590, 7.687, 1.091], [-42.274, 7.471, 2.326], [-43.135, 6.199, 1.853], [-39.946, 6.019, -0.394], [-40.532, 5.641, 1.314], [-39.966, 7.235, 0.799], [-51.785, 4.371, 2.586], [-52.018, 2.985, 3.177], [-50.780, 2.208, 3.615], [-53.128, 2.469, 3.208], [-52.448, 5.162, 2.937], [-52.065, 4.269, 1.538], [-50.736, 4.641, 2.701], [-50.670, 1.307, 3.011], [-50.792, 1.877, 4.653], [-49.894, 2.839, 3.540]], "forces_ev_per_a": [[0.3389, -0.9787, -1.3647], [-0.7520, 0.2446, -0.2267], [-0.7333, 0.3029, 1.6519], [0.6813, 0.7848, -1.5934], [-0.0284, -0.3439, -0.2148], [0.6594, -0.4489, 0.7678], [0.4447, 0.1606, 0.7430], [-0.2199, -0.0747, -0.0081], [-0.3438, -0.3134, 0.6136], [-0.4849, -0.1067, -0.1757], [0.1868, 0.3144, 0.0599], [0.2359, 0.4035, -0.3517], [0.9599, 0.4594, -1.2062], [-1.6434, -1.1478, 0.8965], [-0.1975, -0.2726, 0.1321], [0.8220, 0.8677, 0.3190], [0.9500, -1.4434, 0.2921], [-1.2857, 1.9939, -0.3969], [0.6040, 0.1783, -0.9097], [0.1719, 0.1091, 0.4129], [-0.2568, -0.2171, -0.0149], [0.0613, -0.2710, -0.0674], [0.1009, -0.0937, 0.3317], [-0.2998, -0.1647, 0.3171], [-0.4224, -0.4379, -0.5413], [1.4305, 2.6366, 3.0854], [1.0403, -1.7585, 1.6002], [-0.9441, -1.8777, -1.8148], [0.4013, -0.2051, -0.4698], [-1.0087, -0.1340, -0.3955], [-0.9685, 0.4843, -2.1529], [0.1925, 0.3979, 0.0951], [-0.0930, 0.4318, -0.5736], [-0.3540, 0.5844, 0.3253], [0.6170, 0.3588, 0.3862], [0.1436, -0.3730, 0.3316], [-0.8306, 0.1603, 0.2975], [1.4802, -1.2839, -1.5976], [-0.1834, -0.7921, -0.8212], [-0.6717, 0.1030, 0.0854], [-0.3118, 0.1010, 1.2186], [0.0419, 0.4528, 1.0132], [1.0023, 0.7732, -0.3167], [0.0277, 0.4587, 0.0558], [0.1564, 0.1698, 0.2197], [-0.0753, 0.0729, -0.0811], [-0.5187, 0.0301, 0.2126], [-0.1453, -0.2577, -0.2285], [0.2627, 0.2438, -0.3346], [-1.2617, -0.4586, 1.1235], [-0.1135, 0.0486, 0.2839], [0.1429, 0.6490, -0.6582], [-0.6856, -0.4637, -0.0993], [-0.1515, 1.7831, -0.1633], [1.4620, -0.8080, -0.6306], [0.1049, -0.0622, -0.1626], [0.1625, -0.4736, 0.4285], [0.1112, -0.0231, -0.0824], [0.1028, -0.0575, 0.2062], [-0.1393, -0.2724, -0.0535], [0.6829, 0.0046, -0.9198], [1.9247, -0.7249, 1.2891], [-2.1404, -0.3662, -0.6169], [2.2883, -2.1464, -0.5917], [-0.9985, 3.0516, 1.4005], [1.3781, 0.1256, -0.6752], [-3.6534, 0.8875, -0.0777], [-0.1616, 0.1314, 0.6243], [0.3746, 0.0284, -0.4290], [0.1582, -0.2985, -0.2277], [-0.1712, -0.3548, 0.0469], [0.3952, -0.3245, 0.2024], [-0.1726, -1.1521, 0.0746], [0.0282, 0.0648, -0.2324], [-0.3605, 1.4849, -0.6255], [-1.4544, -0.5148, -1.0668], [2.5246, -1.0518, 0.4968], [0.1646, -2.2290, 0.4040], [-0.4205, 3.2852, 1.3141], [0.1114, -0.1538, 0.2542], [-0.1392, -0.1569, 0.2133], [-0.3564, -0.1986, 0.0578], [0.0015, 0.1978, -0.3539], [0.0897, 0.4595, -0.5117], [1.0268, 0.0702, 0.7652], [0.0630, 0.0670, 1.3503], [1.6172, 1.9329, -0.0396], [-2.2339, -0.0895, -1.0298], [0.4330, 0.4597, -0.1309], [0.2562, -0.5281, -0.7246], [-0.3735, 0.1978, 0.0828], [0.1041, -0.4016, -0.3191], [-0.4308, -1.2562, 0.0131], [-0.4396, -0.5113, 0.0777], [0.5810, -0.2509, 0.1253], [-0.3407, 0.5807, -1.2060], [-0.8276, -0.4595, 1.2460], [0.1360, -0.2366, 0.3360], [-0.2782, 0.3028, -0.0714], [0.0107, -0.3183, -0.1377], [0.0189, 0.2124, -0.1894], [0.3278, 0.0473, 0.3657], [0.2660, -0.2203, 0.2103], [0.1429, 0.1447, -0.4619], [0.2807, -0.6312, -0.7023], [-0.5345, 0.3629, 0.4533], [-0.0182, -0.2233, -0.3772], [-0.3699, -0.1752, 0.0956], [0.1678, 0.1333, -0.1997], [0.2547, -0.0668, 0.4975], [-0.1543, -0.0842, 0.2986], [-0.1403, 0.0312, -0.4604], [0.2774, 0.5582, -0.0453], [0.1526, -0.0750, 0.4922], [-1.3309, 0.0966, 1.3079], [-1.2093, 0.2723, -3.1633], [1.1868, 0.2011, 0.5036], [0.5125, -0.4284, 1.7373], [0.1905, 0.2486, 0.1403], [0.3655, 0.8166, -0.4062], [0.0553, -0.6869, -0.6515], [-0.5517, -0.3267, -0.0249], [0.3445, -0.0725, -0.1958], [0.4054, 0.0385, 0.4978], [-0.0039, -0.4182, -0.0515], [-1.0380, -0.6339, 0.2379], [0.1567, 0.3476, 0.1921], [1.1604, 0.6792, 0.0336], [-0.0085, -0.2436, 0.4543], [0.3224, 0.0190, -0.2572], [-0.1542, 0.3020, -0.2197], [-0.0109, 0.1171, -0.0846], [-0.5361, 0.0367, 0.0641], [0.1000, -0.1310, -0.2768]], "total_charge": 0, "homo_lumo_gap_ev": 9.2, "lumo_ev": 0.15, "relative_energy_kcal_mol": 21.4}



Results for E_tot: -247470.197 -16526.474 -76353.732 -89419.547 (in eV, following the order of the records).
Results for largest force on an atom: 1.4 7.2 1.3 4.3 (in eV/Å, following the order of the records).